Record 1
One molecule with the formula C4H8O2, computed with ωB97M-V/def2-TZVPD.

Total energy: -8368.9100 eV
HOMO-LUMO gap: 9.40 eV
Relative energy (zero: lowest compared OMol25 entry of this formula, charge and spin): 421.8 kJ/mol
E_LUMO: 0.65 eV

Atoms and positions in Å:
1 O -0.6723 2.1821 -0.7514
2 C -0.3552 0.8109 -0.7375
3 C 0.7292 0.4780 0.3010
4 C 0.7560 -0.9898 0.7147
5 O -0.6091 -1.3932 0.9733
6 C -1.4078 -1.6206 -0.0311
7 H -1.1112 2.3682 0.0888
8 H -0.0243 0.5482 -1.7478
9 H 0.5510 1.0939 1.1911
10 H 1.7158 0.7596 -0.0856
11 H 1.3095 -1.1459 1.6443
12 H 1.1614 -1.6410 -0.0681
13 H -0.7586 -1.6942 -0.9538
14 H -1.2843 0.2439 -0.5378

Forces on atoms 1 to 3 (eV/Å):
-0.01 0.28 0.22
0.17 -0.26 -0.11
-0.06 0.04 0.01


Record 2
C25H14BrCl2N5O3PbS as an isolated structure, computed with ωB97M-V/def2-TZVPD.

Total energy: -150901.5558 eV
HOMO-LUMO gap (spin up / spin down): 5.31 / 5.71 eV
Charge: +2
Relative energy (zero: lowest compared OMol25 entry of this formula, charge and spin): 103.8 kJ/mol
E_LUMO (spin up / spin down): -8.44 / -8.04 eV

Atoms and positions in Å:
1 Pb 0.1699 0.4033 -0.6230
2 N 4.0943 0.0376 1.6930
3 C 4.8039 0.3120 0.5312
4 C 6.1679 0.4046 0.2755
5 C 6.5241 0.7009 -1.0229
6 C 5.5622 0.8995 -2.0289
7 C 4.2130 0.8059 -1.7675
8 C 3.8377 0.5041 -0.4588
9 N 2.5769 0.3435 0.1083
10 C 2.7848 0.0706 1.3788
11 C 1.6727 -0.1675 2.2899
12 C 1.6809 -0.4099 3.6275
13 S 0.0854 -0.6092 4.1993
14 C -0.5079 -0.3590 2.6357
15 N 0.4131 -0.1432 1.7322
16 H 4.4923 -0.1603 2.5960
17 H 6.9107 0.2547 1.0461
18 H 7.5711 0.7856 -1.2770
19 H 5.8961 1.1339 -3.0298
20 H 3.4809 0.9671 -2.5474
21 H 2.5214 -0.4740 4.2978
22 H -1.5618 -0.3808 2.4081
23 Cl -0.8553 5.4231 0.7794
24 C -2.0780 4.2582 0.6566
25 C -3.4085 4.6140 0.8036
26 C -4.4086 3.6643 0.6983
27 Cl -6.0259 4.1492 0.8740
28 C -4.1102 2.2767 0.4460
29 C -5.0840 1.2701 0.3353
30 C -4.6848 -0.0225 0.0934
31 C -3.3213 -0.2983 -0.0327
32 N -2.3882 0.6340 0.0755
33 C -2.7685 1.9034 0.3040
34 C -1.6898 2.8970 0.3869
35 O -0.4976 2.5674 0.2204
36 H -3.6685 5.6451 0.9974
37 H -6.1312 1.5171 0.4374
38 H -5.4060 -0.8211 -0.0007
39 H -2.9776 -1.3069 -0.2299
40 Br 0.7381 -1.9061 -6.7052
41 C 0.2148 -3.0793 -5.3378
42 C -0.1598 -4.3904 -5.6478
43 N -0.5568 -5.2675 -4.7392
44 C -0.5875 -4.8876 -3.4696
45 C -0.2113 -3.6074 -3.0666
46 C 0.2051 -2.6773 -4.0211
47 C -0.2298 -3.2281 -1.6456
48 O -0.0098 -4.2517 -0.8786
49 O -0.3781 -2.1045 -1.1732
50 H -0.1273 -4.7330 -6.6753
51 H -0.9457 -5.6135 -2.7492
52 H 0.5059 -1.6775 -3.7402

Forces on atoms 1 to 3 (eV/Å):
0.12 0.02 -0.25
-0.04 0.02 -0.08
0.04 0.00 -0.02


Record 3
One molecule with the formula C6H6N2 at a distorted geometry, computed with ωB97M-V/def2-TZVPD.

Total energy: -9296.8544 eV
HOMO-LUMO gap: 10.54 eV
Relative energy (zero: lowest compared OMol25 entry of this formula, charge and spin): 182.4 kJ/mol
E_LUMO: 0.59 eV
SMILES string: C1=C[C@H]2C=NN=C2C1

Atoms and positions in Å:
1 C 1.4237 -1.0716 0.1816
2 C 1.9683 0.2169 -0.3531
3 C 1.1427 1.2605 -0.1737
4 C -0.1338 0.7456 0.5035
5 C -1.5532 0.9297 0.0309
6 C -0.0484 -0.7224 0.2738
7 H 1.6528 -1.9056 -0.4484
8 H 1.7772 -1.3182 1.1866
9 H 2.9700 0.2038 -0.8350
10 H 1.3805 2.2854 -0.4928
11 H -0.0274 1.0469 1.5278
12 H -2.2207 1.7833 -0.0309
13 N -2.0733 -0.1915 -0.3335
14 N -1.1165 -1.2724 -0.1929

Forces on atoms 1 to 3 (eV/Å):
-0.85 -0.48 0.52
0.76 0.50 -0.12
0.30 -0.67 -0.86


Record 4
C44H50MnN2O5P as an isolated structure, computed with ωB97M-V/def2-TZVPD.

Total energy: -100273.8887 eV
Spin multiplicity: 6
HOMO-LUMO gap (spin up / spin down): 7.28 / 7.28 eV
Charge: -1
Expectation value of S²: 8.754
E_LUMO (spin up / spin down): 2.43 / 2.43 eV

Atoms and positions in Å:
1 Mn -0.4829 -0.8272 1.5365
2 O -1.5458 2.1941 3.0354
3 C -1.8038 1.9188 1.8688
4 O -1.7302 0.7573 1.3301
5 C -2.2441 3.0439 0.9461
6 C -2.8460 4.1422 1.5599
7 C -3.3152 5.2091 0.8175
8 C -3.1739 5.1921 -0.5644
9 C -2.5598 4.1133 -1.1767
10 C -2.0816 3.0258 -0.4420
11 P -1.2457 1.5995 -1.2786
12 C -0.5511 2.3731 -2.8115
13 C -1.2581 2.7208 -3.9644
14 C -0.6099 3.2585 -5.0656
15 C 0.7660 3.4536 -5.0414
16 C 1.4882 3.0927 -3.9151
17 C 0.8325 2.5482 -2.8176
18 C -2.7321 0.7845 -1.9865
19 C -3.9915 0.9117 -1.4037
20 C -5.0855 0.2290 -1.9190
21 C -4.9380 -0.5921 -3.0267
22 C -3.6847 -0.7367 -3.6070
23 C -2.5928 -0.0612 -3.0868
24 H -2.9269 4.1271 2.6386
25 H -3.7874 6.0500 1.3109
26 H -3.5375 6.0171 -1.1652
27 H -2.4486 4.1211 -2.2510
28 H -2.3254 2.5409 -4.0168
29 H -1.1793 3.5201 -5.9494
30 H 1.2709 3.8717 -5.9035
31 H 2.5632 3.2211 -3.8888
32 H 1.4059 2.2460 -1.9471
33 H -4.1210 1.5468 -0.5364
34 H -6.0542 0.3383 -1.4468
35 H -5.7903 -1.1267 -3.4280
36 H -3.5520 -1.3917 -4.4596
37 H -1.6175 -0.1981 -3.5375
38 C 2.4257 -3.0052 3.4308
39 C 1.2863 -2.1255 3.9170
40 C 1.4239 -1.7811 5.3927
41 O 1.2673 -0.8978 3.1639
42 C -0.0581 -2.8582 3.6864
43 O -0.2035 -3.9411 4.2419
44 O -0.8999 -2.2592 2.9384
45 H 3.3903 -2.5359 3.6495
46 H 2.3440 -3.1697 2.3530
47 H 2.3774 -3.9708 3.9301
48 H 2.3854 -1.2948 5.5769
49 H 1.3524 -2.6875 5.9921
50 H 0.6268 -1.0977 5.6873
51 H 2.1285 -0.7513 2.7553
52 C 4.5013 -1.8809 -1.7716
53 C 4.0386 -1.7853 -0.3157
54 C 4.9771 -2.6071 0.5743
55 C 3.9451 -0.3432 0.1680
56 C 5.1357 0.3609 0.3166
57 C 5.1623 1.6335 0.8569
58 C 3.9799 2.1980 1.2993
59 C 2.7597 1.5433 1.1662
60 C 1.5247 2.2175 1.7304
61 C 1.6544 2.4257 3.2422
62 C 1.2298 3.5573 1.0524
63 C 2.7293 0.2827 0.5358
64 N 1.4933 -0.3800 0.3237
65 C 1.2956 -0.8628 -0.8655
66 C 0.2016 -1.6856 -1.1980
67 C -0.0395 -2.3688 -2.3961
68 C -1.1958 -3.1097 -2.1820
69 C -1.6151 -2.8388 -0.8620
70 N -0.7690 -1.9847 -0.2694
71 C -2.7950 -3.4485 -0.1380
72 C -3.5426 -2.3928 0.6802
73 C -3.7642 -4.0610 -1.1523
74 C -2.2908 -4.5533 0.8024
75 H 4.5424 -2.9239 -2.0923
76 H 5.5018 -1.4549 -1.8825
77 H 3.8394 -1.3434 -2.4512
78 H 3.0527 -2.2437 -0.2394
79 H 6.0124 -2.2714 0.4850
80 H 4.9432 -3.6589 0.2821
81 H 4.6903 -2.5370 1.6234
82 H 6.0656 -0.1081 0.0159
83 H 6.0988 2.1678 0.9584
84 H 3.9961 3.1780 1.7611
85 H 0.6716 1.5671 1.5505
86 H 2.4782 3.1090 3.4685
87 H 1.8325 1.4840 3.7616
88 H 0.7276 2.8495 3.6274
89 H 2.0435 4.2679 1.2231
90 H 0.3166 3.9845 1.4693
91 H 1.0961 3.4518 -0.0246
92 H 2.0098 -0.6545 -1.6650
93 H 0.5680 -2.3245 -3.2891
94 H -1.6876 -3.7608 -2.8869
95 H -3.9418 -1.6087 0.0342
96 H -2.9012 -1.9277 1.4266
97 H -4.3719 -2.8629 1.2160
98 H -4.0989 -3.3162 -1.8777
99 H -4.6414 -4.4520 -0.6306
100 H -3.3016 -4.8891 -1.6940
101 H -1.6324 -4.1472 1.5696
102 H -1.7491 -5.3172 0.2382
103 H -3.1374 -5.0328 1.3026

Forces on atoms 1 to 3 (eV/Å):
0.32 -0.18 0.12
-0.01 -0.02 0.01
0.12 0.02 0.14


Record 5
C28H40AsCaClN5O5S2 as an isolated structure, computed with ωB97M-V/def2-TZVPD.

Total energy: -160850.0100 eV
HOMO-LUMO gap: 7.20 eV
Charge: -1
Relative energy (zero: lowest compared OMol25 entry of this formula, charge and spin): 31.6 kJ/mol
E_LUMO: 2.44 eV

Atoms and positions in Å:
1 Ca 0.6877 0.5774 -0.6452
2 O 1.2881 0.6745 3.4656
3 S 1.0710 0.7766 2.0363
4 O -0.2335 1.3746 1.6505
5 O 1.1077 -0.5819 1.3670
6 O 2.1185 1.5779 1.3207
7 C -4.9920 -2.5219 3.3571
8 C -4.7278 -1.1002 3.8346
9 N -3.8960 -0.3410 2.9078
10 C -2.5146 -0.0687 3.3110
11 C -1.6491 -1.3171 3.3792
12 C -4.5058 0.1483 1.8054
13 O -5.7139 0.0274 1.6167
14 C -3.6785 0.8522 0.7690
15 C -4.1097 2.0783 0.2848
16 C -3.3960 2.6862 -0.7330
17 C -2.2864 2.0320 -1.2429
18 N -1.8693 0.8468 -0.7978
19 C -2.5551 0.2790 0.1930
20 H -5.6219 -3.0536 4.0731
21 H -4.0582 -3.0729 3.2414
22 H -5.5071 -2.5004 2.3975
23 H -4.2109 -1.1074 4.7953
24 H -5.6753 -0.5746 3.9611
25 H -2.5472 0.4073 4.2965
26 H -2.0610 0.6501 2.6344
27 H -2.0053 -2.0141 4.1424
28 H -0.6243 -1.0285 3.6143
29 H -1.6430 -1.8375 2.4190
30 H -5.0004 2.5317 0.7008
31 H -3.6937 3.6446 -1.1357
32 H -1.7090 2.4579 -2.0569
33 H -2.1851 -0.6837 0.5241
34 C 0.5980 0.7478 -6.0277
35 C -0.5457 0.5514 -5.2667
36 C -0.4431 0.4098 -3.8836
37 C 0.7749 0.4475 -3.1758
38 C 1.9006 0.6391 -4.0002
39 C 1.8278 0.7886 -5.3828
40 H 0.5334 0.8628 -7.1042
41 H -1.5176 0.5094 -5.7505
42 H -1.3736 0.2579 -3.3354
43 H 2.8893 0.6653 -3.5481
44 H 2.7350 0.9350 -5.9617
45 S 4.4503 0.1913 -1.2385
46 C 4.5091 -0.7699 0.1542
47 N 4.9110 -2.0627 0.0735
48 C 4.6632 -3.0718 1.0959
49 C 3.6727 -2.5442 2.1202
50 C 4.0909 -1.1430 2.5324
51 N 4.1807 -0.2984 1.3530
52 H 5.1091 -2.3565 -0.8674
53 H 5.6014 -3.3502 1.5885
54 H 4.2716 -3.9663 0.6061
55 H 3.6459 -3.2069 2.9866
56 H 2.6710 -2.4818 1.6922
57 H 5.0602 -1.1751 3.0448
58 H 3.3597 -0.6938 3.2029
59 H 3.6383 0.5698 1.3472
60 Cl -0.9108 -4.5909 -3.9653
61 C -0.5310 -3.9992 -2.3792
62 C 0.2257 -4.7618 -1.5087
63 C 0.4961 -4.2351 -0.2566
64 C 0.0054 -2.9779 0.0659
65 N -0.7317 -2.2535 -0.7787
66 C -0.9908 -2.7542 -1.9818
67 H 0.5932 -5.7333 -1.8109
68 H 1.0923 -4.7846 0.4597
69 H 0.2299 -2.5098 1.0166
70 H -1.5768 -2.1431 -2.6582
71 C 0.5711 4.8950 0.4354
72 As 0.9711 3.6111 -0.9736
73 C 0.4705 4.6497 -2.5543
74 C 2.9016 3.8443 -1.0869
75 H 1.0682 5.8492 0.2555
76 H 0.9112 4.4640 1.3761
77 H -0.5069 5.0458 0.4922
78 H 1.0614 5.5631 -2.6309
79 H -0.5874 4.9121 -2.5025
80 H 0.6343 4.0311 -3.4373
81 H 3.1643 4.8973 -1.2006
82 H 3.2771 3.2740 -1.9359
83 H 3.3444 3.4324 -0.1815

Forces on atoms 1 to 3 (eV/Å):
-0.01 -0.19 -0.40
0.00 0.02 -0.01
-0.05 0.03 0.01


Record 6
C19H20CaF6NO6PS4Se2 as an isolated structure, computed with ωB97M-V/def2-TZVPD.

Total energy: -251876.0295 eV
HOMO-LUMO gap: 6.26 eV
Charge: -2
Relative energy (zero: lowest compared OMol25 entry of this formula, charge and spin): 0.0 kJ/mol
E_LUMO: 4.37 eV

Atoms and positions in Å:
1 Ca 0.3855 0.8804 0.0599
2 F 0.5951 5.7194 0.7554
3 C -0.2091 4.7027 1.0866
4 F 0.5356 3.7284 1.6004
5 F -1.0599 5.1293 2.0135
6 S -1.1482 4.1083 -0.4128
7 O -1.2755 2.6807 -0.2008
8 O -2.3174 4.9228 -0.4491
9 N -0.1999 4.4396 -1.6294
10 S 0.7895 3.2910 -2.0670
11 O 0.2165 2.2986 -2.9238
12 O 1.5831 2.7725 -0.9590
13 C 1.9379 4.2746 -3.1170
14 F 2.8756 3.4847 -3.6004
15 F 2.5059 5.2529 -2.4094
16 F 1.2586 4.8226 -4.1291
17 O 5.4246 -2.5214 -1.1925
18 C 4.0285 -2.7507 -1.2946
19 C 3.1522 -1.6170 -0.6993
20 C 1.7558 -1.7512 -1.3443
21 O 1.1311 -0.4992 -1.6802
22 C 3.0777 -1.8168 0.8221
23 Se 1.8422 -0.6800 1.8730
24 C 3.7847 -0.2680 -1.0447
25 Se 3.9822 0.0299 -2.9918
26 H 5.5920 -1.8029 -1.8262
27 H 3.8262 -3.6882 -0.7679
28 H 3.7668 -2.8758 -2.3487
29 H 1.0695 -2.2585 -0.6612
30 H 1.8263 -2.3306 -2.2675
31 H 1.7266 -0.0996 -2.3698
32 H 4.0799 -1.6975 1.2365
33 H 2.7656 -2.8456 1.0214
34 H 4.7612 -0.2151 -0.5657
35 H 3.1988 0.5430 -0.6128
36 S -4.6249 0.8367 2.9937
37 P -2.8757 0.1585 2.3636
38 S -1.2123 1.2136 2.7132
39 C -2.6638 -1.5775 2.9280
40 C -3.7812 -2.3979 3.0738
41 C -3.6307 -3.7267 3.4390
42 C -2.3613 -4.2494 3.6624
43 C -1.2482 -3.4346 3.5245
44 C -1.3984 -2.1005 3.1634
45 C -2.9126 -0.0513 0.5355
46 C -3.7804 0.7122 -0.2324
47 C -3.7038 0.6799 -1.6185
48 C -2.7765 -0.1326 -2.2520
49 C -1.9292 -0.9311 -1.4926
50 C -1.9924 -0.8870 -0.1047
51 H -4.7646 -1.9736 2.9123
52 H -4.5053 -4.3572 3.5526
53 H -2.2441 -5.2895 3.9456
54 H -0.2518 -3.8266 3.6899
55 H -0.5235 -1.4711 3.0544
56 H -4.4947 1.3488 0.2749
57 H -4.3604 1.3103 -2.2062
58 H -2.7014 -0.1395 -3.3320
59 H -1.2091 -1.5740 -1.9803
60 H -1.3189 -1.5032 0.4882

Forces on atoms 1 to 3 (eV/Å):
-0.33 0.07 0.40
-0.03 0.01 0.02
-0.03 0.02 0.00


Among the records above, which one has the lowest total energy?
C19H20CaF6NO6PS4Se2


Among the records above, which one has the lowest total energy?
C19H20CaF6NO6PS4Se2